[1]
One molecule with the formula C2HN3O3, computed with ωB97M-V/def2-TZVPD.

The geometry in XYZ format:
```
9
Properties=species:S:1:pos:R:3:lowdin_charge:R:1
O 2.28 0.67 1.08 0.084
C 1.32 0.03 0.52 -0.325
N 1.63 -0.54 -0.75 0.086
N 0.81 -0.90 -1.49 0.047
N -0.51 -0.61 -1.14 0.129
C -0.86 -0.02 -0.14 -0.539
O -2.12 0.27 0.10 0.098
O -0.02 0.23 0.88 0.157
H -2.54 0.87 0.94 0.264
```

Summary:
Orbital gap, eV: 9.57
LUMO level, eV: -1.01
DFT total energy, eV: -12698.703
E_HOMO, eV: -10.58
SMILES string: O=c1nnnc(O)o1
Total charge: 0



[2]
C44H41OTi as an isolated structure, computed with ωB97M-V/def2-TZVPD.

The geometry in XYZ format:
```
87
Properties=species:S:1:pos:R:3:lowdin_charge:R:1
C 4.60 4.86 -1.83 -0.101
C 3.47 5.20 -1.06 -0.098
C 2.73 4.23 -0.41 -0.043
C 3.07 2.85 -0.50 -0.301
C 2.24 1.87 0.20 -0.068
Ti 3.40 -0.49 0.71 0.857
C 2.03 -0.86 2.36 -0.173
C 1.90 -2.21 2.98 -0.290
C 0.91 -2.36 3.97 -0.049
C 0.71 -3.57 4.61 -0.091
C 1.48 -4.69 4.25 -0.101
C 2.47 -4.58 3.26 -0.090
C 2.69 -3.34 2.66 -0.080
C 5.68 -0.11 0.46 -0.172
C 5.18 0.94 1.31 -0.142
C 4.71 0.35 2.52 -0.143
C 4.93 -1.06 2.44 -0.151
C 5.51 -1.35 1.17 -0.168
C 3.00 -0.47 -1.65 -0.130
C 1.83 -0.85 -0.92 -0.159
C 2.10 -2.11 -0.29 -0.153
C 3.44 -2.48 -0.61 -0.161
C 4.00 -1.47 -1.45 -0.140
C 4.23 2.54 -1.26 -0.100
C 4.98 3.51 -1.89 -0.101
H 5.19 5.62 -2.37 0.096
H 3.19 6.25 -1.01 0.094
H 1.87 4.51 0.19 0.112
H 2.16 2.06 1.29 0.058
H 1.24 1.71 -0.22 0.045
H 2.27 -0.12 3.14 0.066
H 1.09 -0.55 1.87 0.070
H 0.30 -1.49 4.23 0.120
H -0.05 -3.65 5.38 0.097
H 1.31 -5.65 4.74 0.090
H 3.06 -5.44 2.97 0.098
H 3.49 -3.25 1.91 0.080
H 6.19 0.01 -0.48 0.110
H 5.20 2.01 1.09 0.116
H 4.28 0.88 3.37 0.117
H 4.77 -1.78 3.23 0.117
H 5.86 -2.34 0.85 0.119
H 3.09 0.41 -2.29 0.115
H 0.91 -0.30 -0.86 0.078
H 1.40 -2.71 0.28 0.122
H 3.90 -3.43 -0.35 0.112
H 4.97 -1.53 -1.94 0.118
H 4.56 1.51 -1.35 0.067
H 5.88 3.22 -2.44 0.097
C -4.56 5.32 -5.42 -0.103
C -4.03 4.36 -4.40 -0.336
C -2.67 4.01 -4.48 -0.094
C -2.07 3.20 -3.52 -0.073
C -2.80 2.69 -2.40 -0.254
C -2.12 1.85 -1.47 -0.103
C -2.70 0.86 -0.62 -0.244
C -4.10 0.60 -0.39 -0.048
C -4.56 -0.25 0.61 -0.044
C -3.67 -1.15 1.20 -0.294
O -4.09 -2.15 2.06 -0.024
C -5.02 -3.13 1.72 -0.234
C -4.57 -4.45 1.80 -0.009
C -5.35 -5.47 1.22 -0.101
C -6.56 -5.17 0.60 -0.122
C -7.06 -3.87 0.68 -0.094
C -6.33 -2.84 1.30 -0.013
C -2.29 -1.03 0.93 -0.023
C -1.84 -0.04 0.07 -0.070
C -4.18 3.10 -2.33 -0.064
C -4.80 3.82 -3.35 -0.080
H -5.64 5.49 -5.33 0.060
H -4.08 6.31 -5.36 0.068
H -4.38 4.97 -6.44 0.064
H -2.06 4.41 -5.30 0.102
H -1.00 2.94 -3.61 0.097
H -1.02 1.83 -1.53 0.068
H -4.86 1.06 -1.01 0.072
H -5.60 -0.25 0.91 0.087
H -3.58 -4.66 2.21 0.116
H -4.96 -6.49 1.22 0.096
H -7.12 -5.95 0.07 0.097
H -8.02 -3.63 0.22 0.099
H -6.74 -1.84 1.38 0.100
H -1.58 -1.74 1.36 0.100
H -0.78 0.05 -0.14 0.056
H -4.75 2.88 -1.40 0.085
H -5.87 4.03 -3.30 0.096
```

Summary:
Orbital gap, eV: 3.72
LUMO level, eV: 1.82
DFT total energy, eV: -71453.729
E_HOMO, eV: -1.90
Total charge: -1



[3]
C38H38Cl5F4N2Si2W as an isolated structure, computed with ωB97M-V/def2-TZVPD.

The geometry in XYZ format:
```
90
Properties=species:S:1:pos:R:3:lowdin_charge:R:1
W 0.10 0.27 -0.16 1.434
C 3.83 -1.49 -2.12 -0.065
C 2.68 -0.74 -2.76 -0.205
N 2.11 0.48 -2.08 -0.162
C 1.73 1.41 -3.16 -0.234
C 0.63 0.87 -4.06 -0.052
C 3.10 1.14 -1.21 -0.192
C 3.07 0.61 0.21 -0.151
N 1.71 0.72 0.81 -0.180
C 1.77 0.83 2.24 -0.159
C 1.45 -0.27 3.03 -0.156
F 1.12 -1.43 2.45 0.066
C 1.53 -0.22 4.41 -0.201
F 1.20 -1.31 5.11 0.124
C 1.97 0.91 5.05 0.115
C 2.37 1.98 4.28 -0.199
F 2.85 3.08 4.86 0.125
C 2.29 1.94 2.90 -0.182
F 2.77 2.98 2.21 0.068
H 4.09 -2.31 -2.79 0.095
H 3.60 -1.93 -1.16 0.046
H 4.73 -0.88 -2.01 0.079
H 1.86 -1.43 -2.95 0.100
H 3.03 -0.41 -3.75 0.122
H 2.61 1.66 -3.76 0.135
H 1.39 2.34 -2.70 0.083
H 0.96 0.03 -4.67 0.083
H 0.28 1.65 -4.73 0.093
H -0.22 0.52 -3.46 0.034
H 2.85 2.19 -1.17 0.057
H 4.11 1.06 -1.61 0.132
H 3.76 1.21 0.81 0.134
H 3.41 -0.42 0.28 0.112
H 2.04 0.95 6.13 0.153
Cl -2.30 0.56 -1.56 0.838
C -1.55 2.11 -1.76 -0.703
C -0.42 2.25 -0.97 -0.382
C 0.15 3.53 -1.06 -0.691
Cl 1.54 3.94 -0.13 0.803
C -0.37 4.53 -1.88 -0.691
Cl 0.36 6.08 -1.94 0.727
C -1.49 4.29 -2.68 -0.700
Cl -2.12 5.49 -3.72 0.738
C -2.10 3.04 -2.62 -0.711
Cl -3.49 2.66 -3.54 0.745
C -0.81 3.28 2.15 -0.177
Si -1.55 1.66 1.54 0.565
C -3.25 2.17 0.94 -0.186
C -1.80 0.65 3.10 -0.320
C -1.98 1.23 4.36 -0.080
C -2.22 0.43 5.47 -0.068
C -2.29 -0.95 5.34 -0.069
C -2.11 -1.53 4.09 -0.076
C -1.86 -0.74 2.97 -0.318
Si -1.59 -1.40 1.24 0.569
C -3.24 -1.59 0.35 -0.211
C -1.00 -3.17 1.39 -0.178
H -1.60 3.74 2.75 0.047
H -0.54 4.00 1.40 -0.002
H 0.04 3.12 2.81 0.024
H -3.71 2.67 1.80 0.053
H -3.92 1.36 0.65 0.010
H -3.22 2.90 0.12 0.035
H -1.93 2.30 4.48 0.099
H -2.35 0.89 6.45 0.109
H -2.47 -1.57 6.20 0.111
H -2.16 -2.61 4.01 0.102
H -3.76 -2.36 0.92 0.053
H -3.14 -1.96 -0.67 0.021
H -3.85 -0.70 0.36 0.001
H -1.72 -3.67 2.04 0.044
H -0.01 -3.29 1.84 0.032
H -1.02 -3.67 0.43 0.033
C -1.75 -4.21 -4.15 -0.056
C -2.13 -2.86 -4.12 -0.052
C -1.58 -1.98 -3.22 -0.078
C -0.61 -2.40 -2.27 -0.171
C 0.01 -1.54 -1.29 -0.282
C 1.07 -2.08 -0.58 -0.244
C 1.47 -3.42 -0.64 -0.077
C 0.84 -4.25 -1.51 -0.007
C -0.19 -3.76 -2.35 -0.157
C -0.78 -4.64 -3.28 -0.019
H -2.19 -4.89 -4.86 0.113
H -2.86 -2.50 -4.83 0.114
H -1.88 -0.96 -3.28 0.034
H 1.63 -1.46 0.13 0.065
H 2.28 -3.78 0.00 0.127
H 1.13 -5.29 -1.60 0.127
H -0.45 -5.67 -3.30 0.119
```

Summary:
Orbital gap (alpha / beta), eV: 5.88 / 5.76
LUMO level (alpha / beta), eV: -4.75 / -4.97
DFT total energy, eV: -134058.906
E_HOMO (alpha / beta), eV: -10.62 / -10.73
Total charge: +1